# 1
# C3H12N3O

A 2-piece molecular cluster, C3H12N3O overall at a distorted geometry (wB97M-V/def2-TZVPD, the OMol25 dataset).

Bonds (Å) are listed after each position.
Atoms and positions in Å:
1 C -1.754 1.558 0.797  C2 1.531, H7 1.082, H8 1.088, H9 1.108
2 C -0.259 1.295 0.597  C1 1.531, N3 1.520, H10 1.080, H11 1.088
3 N -0.127 -0.029 -0.138  C2 1.520, C4 1.313, H12 1.043
4 C 0.494 -1.087 0.328  N3 1.313, N5 1.338, N6 1.379
5 N 0.700 -2.160 -0.443  C4 1.338, H13 1.009, H14 1.021
6 N 0.689 -1.361 1.666  C4 1.379, H15 1.005, H16 1.002
7 H -2.215 0.734 0.270  C1 1.082
8 H -2.179 2.436 0.317  C1 1.088
9 H -1.957 1.643 1.883  C1 1.108
10 H 0.154 2.029 -0.079  C2 1.080
11 H 0.251 0.992 1.509  C2 1.088
12 H -0.244 0.032 -1.172  N3 1.043
13 H 1.297 -2.898 -0.101  N5 1.009
14 H 0.714 -2.206 -1.463  N5 1.021
15 H 0.463 -2.325 1.840  N6 1.005
16 H 0.802 -0.733 2.438  N6 1.002
17 H 0.723 1.411 -2.696  O19 0.971
18 H 1.634 0.215 -3.000  O19 0.965
19 O 0.814 0.455 -2.552  H17 0.971, H18 0.965

The energy above the lowest of the compared OMol25 structures with the same formula, charge and spin comes out at 1.385 eV. For the electronic energy, the calculation gives -9817.4278 eV. The value obtained for the frontier orbital gap is 11.38 eV. Its spin multiplicity is 1. The net charge is +1.

# 2
# C3H12N4

A 2-piece molecular cluster, C3H12N4 overall (wB97M-V/def2-TZVPD, the OMol25 dataset).

Bonds (Å) are listed after each position.
Atoms and positions in Å:
1 N 1.126 1.869 0.303  C2 1.396, H5 1.014, H6 1.005
2 C 1.614 0.679 0.846  N1 1.396, C3 1.328, H7 1.088
3 C 1.068 -0.014 1.838  C2 1.328, N4 1.437, H8 1.084
4 N 1.647 -1.238 2.320  C3 1.437, H9 1.011, H10 1.009
5 H 0.186 1.851 -0.075  N1 1.014
6 H 1.811 2.341 -0.262  N1 1.005
7 H 2.568 0.316 0.470  C2 1.088
8 H 0.124 0.286 2.279  C3 1.084
9 H 0.938 -1.959 2.339  N4 1.011
10 H 1.964 -1.115 3.270  N4 1.009
11 N -1.526 -1.194 -2.410  C12 1.456, H14 1.013, H15 1.013
12 C -0.844 -0.433 -1.373  N11 1.456, N13 1.469, H16 1.091, H17 1.087
13 N -1.597 0.613 -0.668  C12 1.469, H18 1.015, H19 1.011
14 H -2.327 -1.679 -2.024  N11 1.013
15 H -1.912 -0.554 -3.095  N11 1.013
16 H -0.522 -1.173 -0.640  C12 1.091
17 H 0.059 0.033 -1.761  C12 1.087
18 H -2.124 1.146 -1.352  N13 1.015
19 H -2.254 0.227 -0.004  N13 1.011

The energy above the lowest of the compared OMol25 structures with the same formula, charge and spin comes out at 1.115 eV. For the electronic energy, the calculation gives -9265.1899 eV. The value obtained for the frontier orbital gap is 8.79 eV. Its spin multiplicity is 1. The net charge is 0.

# 3
# C3H12N4

A 2-piece molecular cluster, C3H12N4 overall at a distorted geometry (wB97M-V/def2-TZVPD, the OMol25 dataset).

Bonds (Å) are listed after each position.
Atoms and positions in Å:
1 H -1.562 1.094 0.952  N2 1.123
2 N -0.608 1.676 0.848  H1 1.123, N3 1.192
3 N 0.204 0.823 1.030  N2 1.192, N4 1.628
4 N -0.663 -0.547 1.173  N3 1.628, C5 1.450, C6 1.451
5 C -1.098 -0.995 2.481  N4 1.450, H7 1.094, H8 1.097, H9 1.091
6 C -0.149 -1.619 0.341  N4 1.451, H10 1.094, H11 1.097, H12 1.091
7 H -1.895 -1.740 2.389  C5 1.094
8 H -0.267 -1.452 3.033  C5 1.097
9 H -1.489 -0.148 3.048  C5 1.091
10 H -0.943 -2.342 0.131  C6 1.094
11 H 0.673 -2.155 0.832  C6 1.097
12 H 0.222 -1.189 -0.590  C6 1.091
13 C 0.675 1.558 -2.474  N14 1.461, H15 1.099, H16 1.091, H17 1.089
14 N 1.462 0.501 -1.844  C13 1.461, H18 1.014, H19 1.014
15 H 1.254 2.440 -2.779  C13 1.099
16 H 0.178 1.154 -3.358  C13 1.091
17 H -0.093 1.886 -1.774  C13 1.089
18 H 2.220 0.211 -2.452  N14 1.014
19 H 1.879 0.845 -0.986  N14 1.014

The energy above the lowest of the compared OMol25 structures with the same formula, charge and spin comes out at 3.576 eV. For the electronic energy, the calculation gives -9262.7287 eV. The value obtained for the frontier orbital gap is 9.94 eV. Its spin multiplicity is 1. The net charge is 0.

# 4
# C3H12N4O

A 2-piece molecular cluster, C3H12N4O overall at a distorted geometry (wB97M-V/def2-TZVPD, the OMol25 dataset).

Bonds (Å) are listed after each position.
Atoms and positions in Å:
1 N -2.273 -0.182 -0.841  N2 1.376, H6 1.027, H7 1.022
2 N -1.821 1.025 -0.357  N1 1.376, N3 1.367, C4 1.396
3 N -2.435 1.473 0.779  N2 1.367, H8 1.021, H9 1.021
4 C -0.776 1.713 -0.976  N2 1.396, O5 1.226, H10 1.104
5 O -0.253 1.388 -2.036  C4 1.226
6 H -1.445 -0.657 -1.220  N1 1.027
7 H -2.818 0.023 -1.681  N1 1.022
8 H -2.955 0.671 1.141  N3 1.021
9 H -3.154 2.139 0.494  N3 1.021
10 H -0.481 2.616 -0.414  C4 1.104
11 C 1.593 -1.498 -0.570  N12 1.456, H14 1.094, H15 1.095, H16 1.095
12 N 1.375 -0.469 0.437  C11 1.456, C13 1.455, H17 1.021
13 C 2.334 -0.586 1.524  N12 1.455, H18 1.095, H19 1.095, H20 1.094
14 H 0.899 -1.351 -1.402  C11 1.094
15 H 1.421 -2.499 -0.161  C11 1.095
16 H 2.608 -1.449 -0.978  C11 1.095
17 H 0.427 -0.549 0.806  N12 1.021
18 H 3.360 -0.473 1.160  C13 1.095
19 H 2.240 -1.546 2.042  C13 1.095
20 H 2.155 0.211 2.253  C13 1.094

The energy above the lowest of the compared OMol25 structures with the same formula, charge and spin comes out at 3.067 eV. For the electronic energy, the calculation gives -11311.3429 eV. The value obtained for the frontier orbital gap is 9.54 eV. Its spin multiplicity is 1. The net charge is 0.

# 5
# C3H12NO

A 2-piece molecular cluster, C3H12NO overall at a distorted geometry (wB97M-V/def2-TZVPD, the OMol25 dataset).

Bonds (Å) are listed after each position.
Atoms and positions in Å:
1 C -0.234 0.215 0.075  C2 1.528, N4 1.507, H5 1.094, H6 1.091
2 C -0.045 0.177 -1.441  C1 1.528, C3 1.549, H7 1.091, H8 1.085
3 C -0.925 1.142 -2.275  C2 1.549, H9 1.092, H10 1.087, H11 1.086
4 N 0.977 -0.421 0.708  C1 1.507, H12 1.022, H13 1.015, H14 1.064
5 H -1.117 -0.340 0.405  C1 1.094
6 H -0.434 1.173 0.557  C1 1.091
7 H 1.002 0.438 -1.601  C2 1.091
8 H -0.265 -0.823 -1.800  C2 1.085
9 H -1.341 0.682 -3.174  C3 1.092
10 H -0.261 1.901 -2.680  C3 1.087
11 H -1.798 1.473 -1.722  C3 1.086
12 H 1.684 0.317 0.680  N4 1.022
13 H 1.338 -1.161 0.115  N4 1.015
14 H 0.827 -0.757 1.706  N4 1.064
15 H -0.388 -1.750 3.161  O17 0.947
16 H 0.648 -1.131 4.092  O17 0.952
17 O 0.331 -1.135 3.195  H15 0.947, H16 0.952

The energy above the lowest of the compared OMol25 structures with the same formula, charge and spin comes out at 0.537 eV. For the electronic energy, the calculation gives -6836.8771 eV. The value obtained for the frontier orbital gap is 12.28 eV. Its spin multiplicity is 1. The net charge is +1.

# 6
# C3H12NO

A 2-piece molecular cluster, C3H12NO overall (wB97M-V/def2-TZVPD, the OMol25 dataset).

Bonds (Å) are listed after each position.
Atoms and positions in Å:
1 C -0.734 -1.169 2.623  N2 1.485, H3 1.089, H4 1.079, H5 1.089
2 N -0.037 -0.079 1.894  C1 1.485, H6 1.016, H7 1.018, H8 1.044
3 H -1.800 -0.966 2.708  C1 1.089
4 H -0.602 -2.099 2.093  C1 1.079
5 H -0.302 -1.275 3.618  C1 1.089
6 H 0.899 -0.371 1.627  N2 1.016
7 H 0.006 0.728 2.513  N2 1.018
8 H -0.507 0.199 1.005  N2 1.044
9 C 0.665 -0.024 -1.654  O10 1.439, C11 1.510, H12 1.089, H13 1.091
10 O -0.436 -0.037 -0.728  C9 1.439, H14 0.965
11 C 0.659 1.263 -2.445  C9 1.510, H15 1.099, H16 1.093, H17 1.077
12 H 1.579 -0.182 -1.086  C9 1.089
13 H 0.523 -0.886 -2.308  C9 1.091
14 H -1.200 0.101 -1.301  O10 0.965
15 H -0.343 1.561 -2.784  C11 1.099
16 H 1.050 2.085 -1.841  C11 1.093
17 H 1.257 1.272 -3.340  C11 1.077

The energy above the lowest of the compared OMol25 structures with the same formula, charge and spin comes out at 0.804 eV. For the electronic energy, the calculation gives -6836.6106 eV. The value obtained for the frontier orbital gap is 11.38 eV. Its spin multiplicity is 1. The net charge is +1.

# 7
# C3H12NO

A 2-piece molecular cluster, C3H12NO overall at a distorted geometry (wB97M-V/def2-TZVPD, the OMol25 dataset).

Bonds (Å) are listed after each position.
Atoms and positions in Å:
1 C -0.775 1.525 1.816  N2 1.474, H3 1.088, H4 1.090, H5 1.080
2 N 0.368 1.635 0.893  C1 1.474, H6 1.019, H7 1.025, H8 1.024
3 H -0.655 0.852 2.663  C1 1.088
4 H -1.054 2.523 2.156  C1 1.090
5 H -1.638 1.222 1.242  C1 1.080
6 H 0.300 2.196 0.045  N2 1.019
7 H 0.571 0.718 0.482  N2 1.025
8 H 1.240 1.931 1.340  N2 1.024
9 C -0.314 -1.278 -0.625  O10 1.474, C11 1.508, H12 1.095, H13 1.095
10 O -0.249 0.039 -1.282  C9 1.474, H14 0.969
11 C 0.891 -2.132 -0.931  C9 1.508, H15 1.095, H16 1.093, H17 1.084
12 H -0.315 -1.096 0.455  C9 1.095
13 H -1.241 -1.740 -0.980  C9 1.095
14 H 0.281 -0.183 -2.062  O10 0.969
15 H 0.735 -3.127 -0.500  C11 1.095
16 H 1.211 -2.240 -1.971  C11 1.093
17 H 1.772 -1.834 -0.374  C11 1.084

The energy above the lowest of the compared OMol25 structures with the same formula, charge and spin comes out at 1.223 eV. For the electronic energy, the calculation gives -6836.1919 eV. The value obtained for the frontier orbital gap is 11.32 eV. Its spin multiplicity is 1. The net charge is +1.